# 1
A structure of composition C25H32N3O2P2RuSi, computed with wB97M-V/def2-TZVPD.

```
! wB97M-V def2-TZVPD RIJCOSX def2/J DEFGRID3
* xyz 2 6
Ru 0.68472 -0.02242 0.07997
P 2.15094 -1.15189 1.81069
P -1.19985 -0.84580 1.43687
Si 0.68266 2.04361 1.69526
O 1.75516 -2.99255 -6.70562
O 0.14543 -3.99302 -5.66876
N 0.70192 -1.73646 -1.00828
N 0.98828 -3.12741 -5.78184
N 1.08776 0.83381 -1.80035
C -1.28498 -2.80599 3.38087
C 1.09358 -0.14795 -2.77359
C 1.56488 1.52603 -4.45529
C 3.30236 -2.33796 1.05827
C 0.64982 -3.82846 -2.90305
C -0.66127 3.00408 0.83420
C 0.59780 -3.81695 4.47236
C 1.32115 2.09603 -2.15560
C 0.83700 -2.51456 -3.33710
C -2.33434 0.15326 2.44550
C 1.30866 -0.85055 -5.09456
C 0.87625 -1.47216 -2.38083
C 1.05225 -2.11561 -4.70543
C 1.56675 2.49109 -3.46050
C -0.43645 -2.00533 2.61717
C 1.45226 -3.02968 3.71725
C 0.52398 -3.05855 -0.62788
C -0.77437 -3.70558 4.30276
C 1.32826 0.19384 -4.12884
C -2.36489 -1.77793 0.40176
C 0.50001 -4.07655 -1.51302
C 0.43613 1.88606 3.52767
C 0.95350 -2.11833 2.78738
C 3.22064 -0.32509 3.02657
C 2.42190 2.54353 1.21820
H 4.05417 0.14316 2.50246
H 3.11768 2.27507 2.01171
H 1.49469 -0.63796 -6.13880
H 2.42128 3.63618 1.12655
H -3.10395 -0.50731 2.84735
H 0.36548 -5.08806 -1.15741
H 1.20907 2.47070 4.03481
H 2.78654 -3.01862 0.38595
H 3.62590 -1.07624 3.70584
H -0.52881 2.29920 3.82113
H 3.81150 -2.90835 1.83618
H -1.44707 -4.32021 4.88528
H -0.46838 4.06186 1.05456
H 1.30933 2.83433 -1.36410
H 4.04984 -1.78320 0.48915
H 2.80086 2.14366 0.27757
H 2.69368 0.42356 3.61116
H 0.41053 -3.23268 0.43335
H 2.52091 -3.13836 3.85775
H -1.81995 0.62689 3.27613
H 0.60872 -4.64245 -3.60664
H 1.00315 -4.51816 5.18905
H -1.64545 2.76273 1.23221
H -0.68349 2.89445 -0.24934
H 1.74877 3.53247 -3.67790
H -2.35932 -2.73746 3.25999
H -2.90210 -1.07216 -0.23376
H 1.74747 1.79729 -5.48748
H -2.82513 0.90629 1.83068
H -1.85130 -2.50041 -0.22668
H 0.49973 0.86493 3.90589
H -3.09076 -2.29570 1.03017
*
```

Results
Max |F| (eV/Å): 0.16
E_tot (hartree): -2353.02855
<S²>: 8.794
ΔE to the lowest compared entry with this formula, charge and spin (kcal/mol): 22.3



# 2
The molecule C2H4N4O, computed with wB97M-V/def2-TZVPD.

```
! wB97M-V def2-TZVPD RIJCOSX def2/J DEFGRID3
* xyz 0 1
O -1.39913 0.60723 -1.42851
N 0.95132 1.05020 -0.78344
N 0.88987 -0.44583 1.06337
N -2.43984 -1.66834 0.75064
N -0.92503 -0.08920 -0.40677
C 0.32985 0.15359 -0.02132
C -1.72440 -0.93638 0.22413
H 0.25412 1.42380 -1.45586
H 1.89102 -0.39200 1.16212
H 1.71571 1.62723 -0.45056
H 0.45648 -1.33027 1.34625
*
```

Results
Max |F| (eV/Å): 1.23
SMILES: N#C[N+]([O-])=C(N)N
E_tot (hartree): -372.78999
ΔE to the lowest compared entry with this formula, charge and spin (kcal/mol): 69.2



# 3
A cluster of 2 separate species, C3H3NOS in total, computed with wB97M-V/def2-TZVPD.

```
! wB97M-V def2-TZVPD RIJCOSX def2/J DEFGRID3
* xyz 0 1
S 2.21477 -1.00332 -1.18398
O 2.89560 -0.47747 1.34964
N -0.78509 -0.13168 -0.57439
C -1.53877 0.66912 0.40976
C 2.69185 -0.66229 0.23459
C -1.20560 -0.75311 0.53788
H -0.96774 1.44066 0.85839
H -2.51988 0.96319 -0.05840
H -0.78516 -0.04511 -1.57351
*
```

Results
Max |F| (eV/Å): 3.28
E_tot (hartree): -644.16449
ΔE to the lowest compared entry with this formula, charge and spin (kcal/mol): 76.8



# 4
The molecule C3H4N2, computed with wB97M-V/def2-TZVPD.

```
! wB97M-V def2-TZVPD RIJCOSX def2/J DEFGRID3
* xyz 0 1
N -1.24028 -0.95724 0.02495
N -1.10569 1.34489 -0.01702
C 2.10519 -0.03198 -0.00574
C 0.90764 0.01926 -0.03397
C -0.52099 0.20906 -0.08582
H -2.21802 -0.83309 0.04306
H -0.81575 -1.86605 -0.09344
H -0.33466 2.04759 0.11858
H 3.22257 0.06757 0.04939
*
```

Results
Max |F| (eV/Å): 2.03
SMILES: [H]/N=C(/N)C#C
E_tot (hartree): -226.15031
ΔE to the lowest compared entry with this formula, charge and spin (kcal/mol): 47.0



# 5
The molecule C4H11PS3, computed with wB97M-V/def2-TZVPD.

```
! wB97M-V def2-TZVPD RIJCOSX def2/J DEFGRID3
* xyz 0 1
S -4.31261 1.44194 0.18433
S -1.17571 0.41945 0.99302
S -3.32198 -1.59572 -0.30845
P -2.68852 0.41412 -0.65744
C 1.55300 0.55026 1.24748
C 0.66940 -1.52722 0.14900
C 0.61880 0.66816 -1.10912
C 0.53336 -0.00177 0.26753
H 1.37738 1.67582 1.37722
H -0.21866 0.34357 -1.77957
H -0.27337 -1.91848 -0.22292
H 0.91970 -1.79805 1.21651
H 2.59901 0.25587 0.73701
H 0.41446 1.85422 -1.04574
H -3.47264 -1.84533 1.08676
H 1.35621 -0.00745 2.27893
H -4.93044 1.24874 -1.12540
H 1.54328 -1.52233 -0.51068
H 1.72230 0.54647 -1.51385
*
```

Results
Max |F| (eV/Å): 2.77
SMILES: CC(C)(C)SP(S)S
E_tot (hartree): -1694.89026
ΔE to the lowest compared entry with this formula, charge and spin (kcal/mol): 15.8



# 6
A cluster of 2 separate species, C3H11N3OS in total, computed with wB97M-V/def2-TZVPD.

```
! wB97M-V def2-TZVPD RIJCOSX def2/J DEFGRID3
* xyz 0 1
S -1.30432 -0.57516 -0.61885
O -2.53761 -0.46634 -1.39192
N -0.03587 0.17371 -1.55222
N -0.78063 -2.26341 -0.75436
N 1.36206 1.55821 1.45184
C 2.16862 2.48200 1.67879
C -1.90776 -3.13826 -1.20016
C -0.06504 1.78191 1.52795
H -0.34121 -2.61176 0.05832
H -0.40583 0.58777 -2.32089
H -2.88017 -2.64735 -1.08194
H -1.91145 -4.07157 -0.59552
H -0.23680 2.66358 2.23839
H 0.76694 0.70751 -1.10047
H 3.24381 2.35383 1.83320
H -0.49846 0.91775 1.88485
H -1.58162 -3.45301 -2.23127
H -0.36333 1.79977 0.41636
H 1.90221 3.50386 1.95274
*
```

Results
Max |F| (eV/Å): 3.98
E_tot (hartree): -758.48328
ΔE to the lowest compared entry with this formula, charge and spin (kcal/mol): 80.9



# 7
A structure of composition C22H41BN7PSn, computed with wB97M-V/def2-TZVPD.

```
! wB97M-V def2-TZVPD RIJCOSX def2/J DEFGRID3
* xyz 2 1
Sn -0.52451 -2.35846 -0.18543
P 0.42908 0.25252 1.95428
N -1.10401 0.92367 -4.41766
N -2.07724 1.10042 -3.44932
N 1.01747 -0.54434 -3.59509
N 0.99315 -0.78010 -2.23426
N 0.33148 -0.69186 0.65278
N -1.09707 -1.74578 -4.03271
N -1.05788 -2.34378 -2.76605
C 1.31513 -1.81514 3.58594
C -1.75456 -3.49560 -2.88213
C 3.20124 -0.21245 1.64132
C -2.41890 -1.50930 -0.34485
C -2.23114 1.15051 2.18365
C 2.27065 -0.98511 -1.84019
C 2.56495 1.62796 3.21595
C -0.88107 2.15935 0.36419
C -1.13483 -1.72067 3.22574
C 3.12450 -0.90144 -2.95953
C -1.69821 3.08117 -4.46761
C -2.14906 -3.69242 -4.21072
C -0.82889 1.64940 1.81911
C 2.29840 -0.63012 -4.04854
C 0.11920 -0.85746 3.43681
C 2.18773 0.92669 1.89573
C -0.06335 -0.02596 4.71945
C -0.47898 2.80403 2.78139
C 2.28691 1.91383 0.72416
C -1.66963 -2.59999 -4.90958
C -2.35908 2.40905 -3.40141
C -0.95278 2.08424 -5.10005
B -0.30702 -0.44453 -4.44342
H 2.60913 0.92942 4.06401
H 0.05708 -0.54001 -5.58948
H -2.71702 -4.49974 -4.61476
H -2.90949 -1.34611 0.63044
H -1.82726 2.69855 0.20784
H 2.74369 -1.03532 1.08348
H 1.05516 -2.56189 4.35084
H 1.76991 2.86025 0.91833
H -2.24155 -0.57659 -0.87289
H -1.69139 -2.31806 -5.96496
H -0.32750 2.46020 3.81397
H 3.57524 2.04864 3.08454
H -2.92589 1.99242 2.04560
H 0.39047 3.38778 2.45616
H 2.22596 -1.30709 3.92757
H -1.05658 -2.30906 2.30054
H -2.56108 0.34820 1.51592
H 2.53329 -1.17252 -0.79339
H 1.90539 1.45374 -0.19529
H 0.78448 0.64193 4.92797
H -0.83770 1.32509 -0.34683
H -0.07639 2.86279 0.13330
H 1.89718 2.46046 3.46870
H -0.99345 0.55881 4.71223
H 2.50991 -0.52203 -5.10518
H 3.63027 -0.59807 2.57396
H 4.19666 -1.03402 -2.97127
H -1.33870 3.49076 2.79625
H -0.13877 -0.73795 5.55712
H -1.73958 4.12692 -4.69817
H 4.03649 0.17826 1.04218
H 1.52163 -2.36341 2.65489
H 3.34727 2.16159 0.56445
H -2.90879 2.86905 -2.58139
H -2.06220 -1.13711 3.22867
H -0.29270 2.13928 -5.95889
H -1.93861 -4.14861 -2.04824
H -3.04646 -2.18013 -0.95594
H -1.19460 -2.44565 4.05238
H -2.31832 0.84180 3.23134
H -0.99688 -3.73092 0.44207
*
```

Results
Max |F| (eV/Å): 4.68
E_tot (hartree): -1825.95005
ΔE to the lowest compared entry with this formula, charge and spin (kcal/mol): 71.9



# 8
A structure of composition C2H5N3, computed with wB97M-V/def2-TZVPD.

```
! wB97M-V def2-TZVPD RIJCOSX def2/J DEFGRID3
* xyz 0 1
N 2.40879 0.17762 -0.02323
N -0.57708 -0.11717 1.45017
N -1.41254 0.04434 -0.93829
C -0.00282 -0.20531 0.34145
C 1.19077 0.20874 -0.32640
H -0.56848 0.47367 -1.53784
H -1.90660 0.68524 -0.32415
H -1.89509 -0.82866 -1.13360
H -0.00504 0.29276 2.19050
H 2.76809 -0.73123 0.30139
*
```

Results
Max |F| (eV/Å): 3.58
E_tot (hartree): -243.28370
ΔE to the lowest compared entry with this formula, charge and spin (kcal/mol): 111.9